1.
C20H22MnN5O2S as an isolated structure. Source: the OMol25 dataset; level of theory: the ωB97M-V functional and the def2-TZVPD basis.

Summary:
E_HOMO (alpha / beta): -11.4 / -11.7 eV
expectation value of S²: 8.754
energy above the lowest of the compared OMol25 structures with the same formula, charge and spin: 2.62 kcal per mole
multiplicity: 6
gap between HOMO and LUMO (alpha / beta): 8.32 / 8.46 eV
E_LUMO (alpha / beta): -3.060 / -3.202 eV
charge: +1

Each line ends with the Mulliken charge.
Element x y z (Å)
Mn (-0.39612, 0.57371, -0.54990)  0.559
C (-3.11121, -0.84975, -2.17142)  -1.325
C (-3.14403, -1.24509, -0.72903)  0.794
C (-4.21744, -1.96989, -0.21880)  -0.795
C (-4.22554, -2.32390, 1.11422)  -0.752
C (-3.15750, -1.94892, 1.91206)  -0.657
C (-2.12249, -1.22401, 1.34629)  0.617
N (-2.12014, -0.87612, 0.05001)  0.221
C (-0.93900, -0.79957, 2.15074)  0.638
C (-0.82012, -1.06805, 3.50705)  -0.764
C (0.30878, -0.62666, 4.17426)  -0.954
C (1.28556, 0.06771, 3.48284)  -0.790
C (1.10428, 0.29762, 2.12624)  0.636
N (0.01335, -0.13623, 1.49321)  0.340
C (2.09180, 1.04986, 1.29994)  0.699
C (3.29662, 1.48071, 1.82836)  -0.701
C (4.16516, 2.19075, 1.01652)  -0.742
C (3.80116, 2.44176, -0.28956)  -0.833
C (2.58114, 1.96851, -0.76520)  0.768
C (2.16282, 2.22811, -2.17717)  -1.312
N (1.74639, 1.28229, 0.02466)  0.260
H (-3.96799, -1.25465, -2.70444)  0.450
H (-2.19646, -1.21279, -2.63727)  0.224
H (-3.12145, 0.23793, -2.26917)  0.210
H (-5.02698, -2.24877, -0.87820)  0.408
H (-5.04839, -2.88879, 1.53092)  0.452
H (-3.14396, -2.22573, 2.95428)  0.353
H (-1.58327, -1.60344, 4.04874)  0.358
H (0.42410, -0.81898, 5.23228)  0.453
H (2.15879, 0.42329, 4.00579)  0.351
H (3.56810, 1.27142, 2.85094)  0.359
H (5.11254, 2.54136, 1.40318)  0.451
H (4.44864, 2.99401, -0.95570)  0.410
H (2.92455, 2.79071, -2.71123)  0.447
H (1.22922, 2.79404, -2.20183)  0.208
H (1.99343, 1.28215, -2.68861)  0.193
N (-2.97120, 4.66165, 0.29184)  -0.415
C (-2.32985, 3.67305, -0.34686)  0.719
N (-2.43946, 3.59192, -1.65986)  -0.265
S (-1.41342, 2.58914, 0.59882)  -0.393
H (-3.50423, 5.35687, -0.20235)  0.193
H (-2.89037, 4.73577, 1.28974)  0.214
H (-2.97874, 4.26769, -2.17572)  0.235
H (-1.92493, 2.87357, -2.17484)  0.337
C (-0.16076, 0.22682, -4.72316)  -1.280
C (-0.40846, 0.59836, -3.28951)  0.988
O (-1.02379, 1.64127, -2.99675)  -0.773
O (0.05974, -0.18409, -2.39361)  -0.735
H (-0.70362, 0.88621, -5.39371)  0.347
H (-0.44286, -0.81146, -4.89295)  0.307
H (0.90850, 0.30094, -4.92909)  0.291

2.
An isolated molecule of C20H22N2O2. Source: the OMol25 dataset; level of theory: the ωB97M-V functional and the def2-TZVPD basis.

Summary:
E_HOMO: -7.8 eV
energy above the lowest of the compared OMol25 structures with the same formula, charge and spin: 20.55 kcal per mole
gap between HOMO and LUMO: 8.42 eV
E_LUMO: 0.611 eV
charge: 0

Each line ends with the Mulliken charge.
Element x y z (Å)
C (-4.54397, -2.05706, 2.10149)  -0.880
H (-4.99206, -1.84058, 3.06979)  0.254
O (-4.07670, -0.82287, 1.61475)  -0.420
C (-3.47321, -0.78619, 0.39732)  0.693
C (-3.04063, 0.47279, -0.02583)  -0.406
C (-2.41408, 0.63492, -1.24737)  0.809
C (-2.20840, -0.47564, -2.06201)  -0.510
C (-2.63088, -1.72257, -1.64547)  -0.912
C (-3.26002, -1.89002, -0.42173)  -0.486
H (-3.57882, -2.87614, -0.12323)  0.423
H (-2.47508, -2.58451, -2.27870)  0.445
H (-1.72247, -0.35855, -3.01973)  0.421
C (-1.88164, 1.98188, -1.65938)  -1.539
N (-0.46301, 2.07346, -1.37146)  -0.107
C (0.04124, 2.89386, -0.41877)  0.454
O (-0.64637, 3.67763, 0.20029)  -0.677
C (1.54516, 2.77993, -0.23873)  -0.525
H (1.94795, 1.97037, -0.84880)  0.245
H (1.98734, 3.72074, -0.57520)  0.403
C (1.91287, 2.55992, 1.23000)  -0.752
H (1.57286, 3.41850, 1.81077)  0.433
H (2.99940, 2.50072, 1.30781)  0.410
C (1.27454, 1.29240, 1.81498)  -1.150
C (1.43507, 0.09090, 0.94252)  0.536
C (0.41879, -0.62723, 0.38555)  -1.286
N (0.91768, -1.64434, -0.38589)  0.163
C (2.28092, -1.60903, -0.33139)  -0.515
C (3.22778, -2.42603, -0.93562)  -0.895
C (4.55634, -2.15268, -0.69265)  -0.484
C (4.93768, -1.09414, 0.13624)  -0.778
C (4.00413, -0.27945, 0.73580)  -0.347
C (2.65042, -0.52371, 0.50288)  1.414
H (4.31334, 0.52835, 1.38163)  0.388
H (5.98975, -0.91862, 0.30754)  0.387
H (5.31924, -2.76882, -1.14528)  0.385
H (2.92960, -3.24874, -1.56956)  0.387
H (0.36237, -2.31877, -0.88341)  0.250
H (-0.63954, -0.48782, 0.48792)  0.664
H (1.72035, 1.10087, 2.79530)  0.432
H (0.20649, 1.46750, 1.95968)  0.399
H (0.12864, 1.36731, -1.77941)  0.271
H (-2.04159, 2.14402, -2.73135)  0.398
H (-2.36179, 2.78312, -1.09411)  0.467
H (-3.20070, 1.31640, 0.62697)  0.441
H (-3.72622, -2.77304, 2.23495)  0.345
H (-5.30277, -2.48902, 1.44090)  0.353

3.
An isolated molecule of C20H22N2O3. Source: the OMol25 dataset; level of theory: the ωB97M-V functional and the def2-TZVPD basis.

Summary:
E_HOMO: -8.2 eV
energy above the lowest of the compared OMol25 structures with the same formula, charge and spin: 23.41 kcal per mole
gap between HOMO and LUMO: 8.16 eV
E_LUMO: -0.062 eV
charge: 0

Each line ends with the Mulliken charge.
Element x y z (Å)
C (3.05996, -9.68550, 2.74511)  -1.292
C (2.46952, -8.44221, 2.09309)  -0.234
C (3.55747, -7.53597, 1.52157)  -0.872
C (2.97825, -6.26860, 0.90166)  -0.653
O (2.40307, -5.49887, 1.93990)  -0.310
C (1.83219, -4.30914, 1.64605)  0.645
C (1.29307, -3.60576, 2.72876)  -0.499
C (0.69839, -2.38224, 2.53997)  -0.747
C (0.61556, -1.80243, 1.26691)  0.914
C (1.15025, -2.51767, 0.19402)  -0.859
C (1.74798, -3.74902, 0.37238)  -0.385
H (2.14760, -4.26657, -0.48577)  0.383
H (1.09971, -2.10926, -0.80356)  0.282
C (-0.00387, -0.50534, 1.12730)  -0.193
C (-0.13285, 0.23168, 0.01439)  -0.741
C (-0.78190, 1.55072, 0.07861)  0.624
O (-1.24081, 2.02128, 1.10099)  -0.703
N (-0.80482, 2.19328, -1.13816)  -0.039
C (-1.30463, 3.45029, -1.45930)  0.897
C (-1.15218, 3.89864, -2.77351)  -0.517
C (-1.62185, 5.13806, -3.14596)  -0.868
C (-2.24398, 5.97167, -2.21857)  0.520
C (-2.41122, 5.51391, -0.91454)  -0.900
C (-1.95158, 4.26857, -0.53468)  -0.533
H (-2.08830, 3.91930, 0.47477)  0.512
H (-2.93261, 6.11469, -0.18358)  0.295
C (-2.72193, 7.29927, -2.69245)  0.470
O (-2.98958, 7.52498, -3.85538)  -0.629
N (-2.84127, 8.25595, -1.73600)  -0.376
H (-2.50657, 8.12341, -0.79961)  0.180
H (-3.12251, 9.17862, -2.02254)  0.222
H (-1.51498, 5.48846, -4.16128)  0.423
H (-0.66360, 3.26506, -3.50126)  0.327
H (-0.38368, 1.70301, -1.91562)  0.140
H (0.23336, -0.10193, -0.94549)  0.193
H (-0.40379, -0.07187, 2.03677)  0.406
H (0.28899, -1.85192, 3.38713)  0.335
H (1.36030, -4.05007, 3.70933)  0.419
H (3.77384, -5.69471, 0.40636)  0.436
H (2.21342, -6.52827, 0.15660)  0.427
H (4.12331, -8.06956, 0.75553)  0.428
H (4.24546, -7.24776, 2.31803)  0.311
H (1.78937, -8.73926, 1.29123)  0.266
H (1.89428, -7.87865, 2.82896)  0.276
H (3.72295, -9.40973, 3.56196)  0.330
H (2.27083, -10.31877, 3.14282)  0.365
H (3.63121, -10.26261, 2.02090)  0.326

4.
An isolated molecule of C20H22N2O3. Source: the OMol25 dataset; level of theory: the ωB97M-V functional and the def2-TZVPD basis.

Summary:
E_HOMO: -8.4 eV
energy above the lowest of the compared OMol25 structures with the same formula, charge and spin: 26.41 kcal per mole
gap between HOMO and LUMO: 9.07 eV
E_LUMO: 0.636 eV
charge: 0

Each line ends with the Mulliken charge.
Element x y z (Å)
C (-6.06603, -1.25655, -1.32014)  -1.025
C (-5.73429, -0.57592, 0.00449)  -0.403
O (-4.71921, -1.25009, 0.72216)  -0.468
C (-3.42165, -1.13062, 0.34421)  0.862
C (-2.51778, -1.93205, 1.04815)  -0.705
C (-1.17204, -1.88078, 0.76803)  -0.497
C (-0.68210, -1.00783, -0.20177)  -0.327
C (-1.58178, -0.22619, -0.91465)  -0.642
C (-2.93789, -0.28578, -0.65180)  -0.228
H (-3.60298, 0.33410, -1.23192)  0.369
H (-1.22976, 0.42526, -1.70063)  0.534
C (0.77528, -1.02142, -0.50196)  0.533
O (1.40847, -2.05273, -0.57767)  -0.625
N (1.36061, 0.20297, -0.73561)  0.443
C (0.77854, 1.42304, -0.33489)  -0.392
C (0.78366, 2.51759, -1.19520)  -0.011
C (0.22476, 3.71822, -0.79675)  -0.812
C (-0.35000, 3.84075, 0.45660)  -0.452
C (-0.35818, 2.75433, 1.31540)  -1.052
C (0.20862, 1.55466, 0.92916)  0.447
H (0.20531, 0.71226, 1.60490)  0.472
H (-0.80011, 2.84240, 2.29653)  0.414
H (-0.78908, 4.77796, 0.76270)  0.416
H (0.23140, 4.55929, -1.47401)  0.414
H (1.20830, 2.42217, -2.18370)  0.476
C (2.72795, 0.21290, -1.22797)  -1.304
N (3.65771, -0.32953, -0.27990)  0.202
C (4.54933, -1.29903, -0.60592)  0.555
O (4.71719, -1.74557, -1.71453)  -0.677
C (5.32536, -1.64222, 0.65603)  -0.564
H (5.45864, -2.71812, 0.74194)  0.334
C (4.49033, -1.03578, 1.78154)  -0.761
H (5.09154, -0.68693, 2.61892)  0.397
H (3.77583, -1.77365, 2.14660)  0.277
C (3.73830, 0.10829, 1.09375)  -0.196
H (2.74273, 0.26615, 1.51409)  0.052
H (4.29318, 1.05569, 1.15641)  0.371
H (6.31204, -1.17977, 0.58351)  0.252
H (2.81210, -0.42368, -2.11756)  0.326
H (2.98955, 1.24938, -1.47343)  0.479
H (-0.47788, -2.51435, 1.29947)  0.465
H (-2.90598, -2.59215, 1.80754)  0.425
H (-6.60284, -0.61357, 0.66803)  0.313
H (-5.46581, 0.47624, -0.15110)  0.330
H (-6.36260, -2.28662, -1.13970)  0.306
H (-5.20421, -1.25981, -1.98298)  0.322
H (-6.88452, -0.73292, -1.80637)  0.354

5.
An isolated molecule of C20H22N2O5. Source: the OMol25 dataset; level of theory: the ωB97M-V functional and the def2-TZVPD basis.

Summary:
E_HOMO: -8.5 eV
energy above the lowest of the compared OMol25 structures with the same formula, charge and spin: 36.17 kcal per mole
gap between HOMO and LUMO: 8.62 eV
E_LUMO: 0.078 eV
charge: 0

Each line ends with the Mulliken charge.
Element x y z (Å)
C (7.63106, 0.09634, -1.50908)  -1.721
H (7.71744, -0.65773, -2.28795)  0.419
H (7.51690, 1.06853, -1.98359)  0.365
H (8.55320, 0.10297, -0.93316)  0.413
C (6.43887, -0.20014, -0.60518)  0.677
C (6.30997, 0.84794, 0.50189)  -0.806
C (5.08460, 0.56440, 1.36807)  -0.949
N (3.88825, 0.51992, 0.54888)  0.107
C (2.95015, 1.47027, 0.70345)  0.936
O (3.03766, 2.35995, 1.52754)  -0.673
C (1.72406, 1.40405, -0.21673)  -0.742
H (1.02588, 2.18448, 0.10205)  0.391
O (1.08968, 0.13223, -0.13445)  -0.119
C (-0.24731, 0.10296, -0.04841)  1.011
O (-0.92210, 1.11562, -0.10575)  -0.778
C (-0.77066, -1.26453, 0.09735)  -0.125
C (0.12437, -2.33075, 0.22882)  -0.513
C (-0.32330, -3.62663, 0.35636)  -0.819
C (-1.68889, -3.88171, 0.35352)  -0.503
C (-2.59524, -2.85080, 0.23096)  -0.661
C (-2.16092, -1.52813, 0.10536)  0.441
N (-3.04381, -0.47477, -0.00931)  -0.005
C (-4.41548, -0.49331, -0.05938)  0.586
O (-5.10524, -1.48978, -0.01613)  -0.697
C (-4.97920, 0.86380, -0.17739)  -0.045
C (-4.40366, 2.11377, -0.23555)  -0.073
C (-5.46894, 3.02939, -0.34386)  -0.686
C (-6.60870, 2.27694, -0.34409)  -0.442
O (-6.32249, 0.98084, -0.24491)  -0.313
H (-7.64365, 2.55093, -0.40822)  0.463
H (-5.39900, 4.09547, -0.41139)  0.469
H (-3.36142, 2.36056, -0.20483)  0.532
H (-2.58090, 0.43146, -0.06428)  0.153
H (-3.65402, -3.04847, 0.23227)  0.563
H (-2.04843, -4.89503, 0.45116)  0.405
H (0.38254, -4.43649, 0.45832)  0.428
H (1.18181, -2.11940, 0.23440)  0.541
H (2.01614, 1.59305, -1.25665)  0.260
C (3.94325, -0.49161, -0.48042)  -0.628
H (3.01720, -0.51349, -1.04913)  0.537
C (5.13530, -0.23336, -1.40526)  -0.992
H (5.17699, -1.01540, -2.16510)  0.374
H (4.99833, 0.72528, -1.91074)  0.291
H (4.06769, -1.46709, 0.00635)  0.184
H (4.94617, 1.34725, 2.11486)  0.502
H (5.19770, -0.40102, 1.87403)  0.354
H (7.20244, 0.84816, 1.12892)  0.398
H (6.20898, 1.83912, 0.05512)  0.286
H (6.58664, -1.18239, -0.14075)  0.200

Number 1: F_max 0.26 eV/Å. Number 2: F_max 0.67 eV/Å. Number 3: F_max 0.82 eV/Å. Number 4: F_max 0.58 eV/Å. Number 5: F_max 0.96 eV/Å.